--- w ---
DFT (ωB97M-V with the def2-TZVPD basis set) results for 7 unconnected molecules or ions with the total composition H14O7.

Geometry (Å):
H (-12.793, 7.254, -7.152)
H (-9.985, 3.356, -6.312)
H (-11.816, 0.597, -6.104)
O (-4.749, 5.633, -6.431)
O (-12.630, 6.367, -6.830)
H (-6.585, 2.339, -8.618)
H (-8.681, 4.000, -6.732)
O (-11.931, 1.385, -6.637)
O (-14.282, 3.451, -3.693)
H (-6.813, 3.547, -9.501)
H (-5.337, 4.977, -6.807)
H (-13.726, 3.136, -2.980)
H (-11.691, 6.234, -6.960)
O (-9.378, 4.058, -6.079)
H (-12.537, 1.120, -7.329)
H (-5.296, 6.412, -6.325)
O (-6.702, 3.288, -8.586)
H (-13.682, 3.913, -4.278)
H (-10.683, 5.455, -3.128)
H (-11.142, 6.849, -2.759)
O (-11.223, 5.932, -2.498)

Calculated values
HOMO-LUMO gap: 11.199 eV
LUMO level: 0.202 eV
E_HOMO: -11.00 eV
M: 126.10 g mol⁻¹

Atomic partial charges in e from the Löwdin method, atoms 1 to 2: number 1, H, carries 0.0278; number 2, H, carries 0.0134



--- x ---
DFT (ωB97M-V with the def2-TZVPD basis set) results for a molecular structure, H14O7.

Geometry (Å):
H (-12.952, -16.181, -0.228)
H (-11.344, -17.149, -4.130)
O (-13.980, -18.170, -2.389)
H (-10.724, -13.238, -4.861)
O (-10.883, -17.954, -4.367)
O (-12.253, -16.449, -3.542)
H (-10.521, -18.275, -3.542)
O (-13.329, -16.260, -1.104)
H (-11.964, -14.106, -4.889)
H (-14.003, -18.979, -1.877)
O (-10.467, -15.369, -2.950)
H (-13.933, -18.463, -3.299)
H (-11.903, -15.565, -6.200)
H (-11.161, -15.935, -3.286)
H (-13.151, -14.828, -5.764)
H (-13.040, -16.836, -3.158)
O (-11.548, -13.395, -4.401)
O (-12.297, -15.122, -5.449)
H (-10.907, -14.795, -2.323)
H (-12.544, -16.101, -4.385)
H (-13.176, -17.172, -1.351)

Calculated values
HOMO-LUMO gap: 8.526 eV
LUMO level: -0.228 eV
E_HOMO: -8.75 eV
M: 126.10 g mol⁻¹

Atomic partial charges in e from the Löwdin method, atoms 1 to 2: number 1, H, carries 0.0482; number 2, H, carries -0.1411



--- y ---
DFT (ωB97M-V with the def2-TZVPD basis set) results for 7 unconnected molecules or ions with the total composition H14O7.

Geometry (Å):
H (2.954, -0.982, -2.671)
H (-2.934, -4.038, 2.943)
H (1.803, 0.832, 5.336)
H (-1.307, 2.050, -3.021)
O (3.692, -0.811, -3.256)
O (0.526, -0.925, 0.283)
H (4.451, -0.756, -2.675)
O (4.131, 3.211, -2.288)
H (-1.593, 2.668, -1.668)
H (3.275, 2.785, -2.305)
H (4.759, 2.491, -2.347)
H (0.924, 0.245, 4.252)
H (-2.614, -2.722, 3.621)
H (-0.194, -1.553, 0.235)
O (-1.081, 1.980, -2.093)
H (-5.207, 0.023, -0.603)
H (0.275, -0.225, -0.320)
H (-4.664, -1.331, -0.200)
O (-3.149, -3.105, 2.926)
O (1.061, 1.040, 4.768)
O (-5.107, -0.876, -0.916)

Calculated values
HOMO-LUMO gap: 11.638 eV
LUMO level: 0.220 eV
E_HOMO: -11.42 eV
M: 126.10 g mol⁻¹

Atomic partial charges in e from the Löwdin method, atoms 1 to 2: number 1, H, carries 0.0257; number 2, H, carries 0.0286



--- z ---
DFT (ωB97M-V with the def2-TZVPD basis set) results for 7 unconnected molecules or ions with the total composition H14O7.

Geometry (Å):
H (-1.227, -2.601, -0.145)
H (-0.432, 1.280, 0.881)
H (0.043, -0.479, -0.139)
H (1.258, -0.554, 0.935)
H (2.807, -1.275, -1.017)
O (-0.585, -0.696, -1.135)
O (1.760, 1.729, -0.968)
H (-0.150, -0.239, -1.859)
H (2.797, 0.139, -0.454)
O (2.585, -0.788, -0.217)
H (-2.234, -2.100, 0.881)
O (-0.447, 2.261, 0.845)
O (-2.540, 0.115, 0.469)
H (0.252, 2.538, 1.443)
H (-0.378, -1.026, 1.245)
H (-3.179, 0.731, 0.103)
H (-2.018, -0.222, -0.293)
H (1.936, 2.210, -1.781)
O (-1.381, -2.554, 0.815)
H (0.822, 1.843, -0.749)
O (0.311, -0.315, 1.140)

Calculated values
HOMO-LUMO gap: 10.946 eV
LUMO level: 0.326 eV
E_HOMO: -10.62 eV
M: 126.10 g mol⁻¹

Atomic partial charges in e from the Löwdin method, atoms 1 to 2: number 1, H, carries 0.0512; number 2, H, carries -0.0100



If we sort the structures by their calculated energies, the order from most to least stable is z, w, y, x.



--- w ---
DFT (ωB97M-V with the def2-TZVPD basis set) results for 7 unconnected molecules or ions with the total composition H14O7.

Geometry (Å):
H (3.664, -9.417, 25.218)
O (0.117, -8.992, 26.321)
H (-0.269, -8.145, 26.252)
H (0.251, -8.152, 28.267)
H (1.656, -11.492, 24.125)
H (-0.120, -6.696, 28.703)
H (4.215, -8.973, 26.485)
H (1.091, -10.245, 24.584)
H (1.718, -11.190, 26.402)
H (3.814, -12.576, 25.698)
H (-0.430, -9.513, 25.757)
O (4.467, -9.473, 25.711)
O (0.289, -13.246, 25.991)
H (3.007, -12.764, 26.917)
H (1.078, -13.523, 25.547)
H (0.551, -12.988, 26.902)
H (1.529, -10.564, 27.662)
O (0.615, -7.303, 28.517)
O (1.856, -11.361, 27.301)
O (3.474, -13.285, 26.242)
O (1.936, -10.667, 24.458)

Calculated values
HOMO-LUMO gap: 10.825 eV
LUMO level: -0.250 eV
E_HOMO: -11.07 eV
M: 126.10 g mol⁻¹

Atomic partial charges in e from the Löwdin method, atoms 1 to 2: number 1, H, carries -0.0162; number 2, O, carries -0.0096



--- x ---
DFT (ωB97M-V with the def2-TZVPD basis set) results for 7 unconnected molecules or ions with the total composition H14O7.

Geometry (Å):
O (43.011, 36.133, 15.595)
H (44.525, 38.931, 20.261)
O (44.790, 38.639, 19.454)
H (40.367, 39.412, 20.610)
H (45.552, 39.759, 16.585)
H (41.943, 38.579, 17.425)
H (39.745, 38.960, 17.814)
H (42.987, 37.326, 16.839)
H (44.204, 39.391, 17.058)
O (39.695, 36.142, 16.028)
H (39.800, 36.992, 16.332)
H (40.267, 39.777, 16.790)
H (44.004, 38.387, 18.905)
H (42.224, 36.044, 15.034)
O (40.230, 38.913, 19.808)
O (40.153, 38.805, 17.000)
O (44.689, 40.197, 16.624)
H (43.442, 36.664, 15.124)
H (40.791, 38.160, 19.858)
H (39.477, 35.638, 16.889)
O (42.797, 38.135, 17.461)

Calculated values
HOMO-LUMO gap: 10.480 eV
LUMO level: 0.129 eV
E_HOMO: -10.35 eV
M: 126.10 g mol⁻¹

Atomic partial charges in e from the Löwdin method, atoms 1 to 2: number 1, O, carries 0.0621; number 2, H, carries -0.0353



If we sort the structures by their calculated energies, the order from most to least stable is w, x.



--- w ---
DFT (ωB97M-V with the def2-TZVPD basis set) results for 7 unconnected molecules or ions with the total composition H14O7.

Geometry (Å):
H (1.460, -1.000, 2.239)
H (-0.551, -0.141, 1.531)
O (1.075, -1.876, 2.106)
H (-0.837, -1.585, -1.467)
H (1.816, -2.458, 2.313)
H (-0.701, 3.157, 1.429)
O (-2.744, 1.348, -2.629)
O (-1.002, -0.680, -1.653)
H (-0.318, -0.348, -2.183)
O (1.912, 0.277, -0.470)
O (-0.031, 3.821, 1.529)
H (0.679, 3.440, 2.076)
H (0.511, -3.624, -0.807)
O (0.442, -2.727, -0.652)
H (2.542, 0.874, -0.190)
H (0.531, -2.555, 0.322)
H (-2.115, 0.797, -2.200)
O (-0.414, 0.552, 0.862)
H (-2.639, 2.189, -2.207)
H (-0.706, 0.115, 0.054)
H (1.097, 0.414, 0.004)

Calculated values
HOMO-LUMO gap: 10.916 eV
LUMO level: 0.011 eV
E_HOMO: -10.91 eV
M: 126.10 g mol⁻¹

Atomic partial charges in e from the Löwdin method, atoms 1 to 2: number 1, H, carries 0.0523; number 2, H, carries 0.0584



--- x ---
DFT (ωB97M-V with the def2-TZVPD basis set) results for 7 unconnected molecules or ions with the total composition H14O7.

Geometry (Å):
H (1.312, 1.932, 1.838)
O (0.946, 1.683, 2.686)
O (0.138, 1.922, -1.782)
H (1.068, 2.146, -1.826)
H (-1.311, -0.536, 3.284)
H (-3.241, 1.591, 0.401)
O (1.881, -1.700, -1.217)
H (-0.305, -0.336, 0.860)
H (2.485, -2.298, -0.777)
O (-0.115, -0.132, -0.056)
H (0.765, -0.479, -0.200)
H (1.294, 0.806, 2.849)
O (-2.358, 1.727, 0.746)
O (-0.835, -0.733, 2.477)
H (-0.603, -0.961, -2.327)
H (0.073, -1.540, -3.552)
H (-1.877, 0.941, 0.489)
H (0.108, 1.128, -1.247)
H (1.920, -1.954, -2.139)
O (-0.752, -1.550, -3.066)
H (-0.596, -1.656, 2.559)

Calculated values
HOMO-LUMO gap: 10.460 eV
LUMO level: -0.114 eV
E_HOMO: -10.57 eV
M: 126.10 g mol⁻¹

Atomic partial charges in e from the Löwdin method, atoms 1 to 2: number 1, H, carries 0.0296; number 2, O, carries -0.0479



If we sort the structures by their calculated energies, the order from most to least stable is w, x.



--- w ---
DFT (ωB97M-V with the def2-TZVPD basis set) results for 7 unconnected molecules or ions with the total composition H14O7.

Geometry (Å):
O (-2.718, -0.525, -1.277)
H (4.594, 2.214, -0.208)
H (0.851, -0.454, -0.073)
H (-4.181, -1.911, 0.565)
H (0.648, 1.030, 2.232)
H (-2.062, -1.231, -1.307)
O (0.119, -0.602, 0.536)
H (1.533, 0.102, 1.416)
O (1.218, 1.012, 1.455)
H (-3.564, 3.624, 0.071)
H (5.938, -2.645, -0.823)
H (3.185, 2.041, 0.335)
O (4.005, 1.558, 0.182)
H (4.574, -2.189, -1.312)
O (-4.975, -2.426, 0.747)
O (-3.110, 3.506, -0.771)
H (-4.918, -3.169, 0.135)
O (5.335, -1.893, -0.801)
H (-0.506, 0.101, 0.327)
H (-2.497, 2.780, -0.608)
H (-3.468, -0.921, -0.820)

Calculated values
HOMO-LUMO gap: 10.187 eV
LUMO level: 0.115 eV
E_HOMO: -10.07 eV
M: 126.10 g mol⁻¹

Atomic partial charges in e from the Löwdin method, atoms 1 to 2: number 1, O, carries -0.0437; number 2, H, carries 0.0326



--- x ---
DFT (ωB97M-V with the def2-TZVPD basis set) results for 7 unconnected molecules or ions with the total composition H14O7.

Geometry (Å):
H (-2.658, -3.566, -0.660)
H (-0.200, 1.115, -3.741)
H (-4.153, -0.746, 2.973)
O (3.600, -1.369, 4.259)
H (0.372, 1.776, 0.321)
H (3.023, -2.100, 4.508)
O (1.851, 5.992, 0.276)
H (-0.330, 0.566, -5.152)
O (-0.227, 0.288, -4.235)
H (1.495, 5.369, -0.367)
H (0.688, -3.089, -2.459)
H (0.992, 0.590, 1.040)
H (1.323, -2.598, -1.169)
O (-2.184, -2.869, -1.128)
H (-2.641, -2.061, -0.870)
O (0.711, -2.331, -1.865)
O (-4.074, -0.514, 2.040)
H (2.328, 5.436, 0.903)
O (0.293, 0.821, 0.418)
H (-3.155, -0.241, 1.944)
H (3.148, -0.587, 4.595)

Calculated values
HOMO-LUMO gap: 10.583 eV
LUMO level: 0.028 eV
E_HOMO: -10.56 eV
M: 126.10 g mol⁻¹

Atomic partial charges in e from the Löwdin method, atoms 1 to 2: number 1, H, carries 0.0303; number 2, H, carries 0.0289



--- y ---
DFT (ωB97M-V with the def2-TZVPD basis set) results for 7 unconnected molecules or ions with the total composition H14O7.

Geometry (Å):
O (-1.539, -8.713, 6.129)
H (-0.109, -7.190, 5.866)
H (1.183, -10.721, 6.094)
H (-1.191, -8.584, 6.996)
H (-2.068, -4.985, 5.107)
O (-1.505, -5.750, 5.062)
H (1.114, -3.458, 5.329)
H (3.336, -6.792, 5.187)
O (1.087, -4.351, 5.715)
H (0.518, -9.335, 5.872)
O (1.198, -9.812, 6.365)
H (-0.615, -5.369, 5.006)
H (2.356, -7.574, 6.777)
H (-1.897, -7.858, 5.866)
O (3.247, -7.945, 6.751)
H (3.058, -8.884, 6.730)
H (1.821, -4.841, 5.238)
O (0.716, -6.770, 6.083)
H (0.606, -5.808, 6.104)
H (4.082, -5.431, 5.349)
O (3.265, -5.819, 5.041)

Calculated values
HOMO-LUMO gap: 11.198 eV
LUMO level: 0.454 eV
E_HOMO: -10.74 eV
M: 126.10 g mol⁻¹

Atomic partial charges in e from the Löwdin method, atoms 1 to 2: number 1, O, carries -0.0344; number 2, H, carries -0.0084



If we sort the structures by their calculated energies, the order from most to least stable is y, x, w.



--- w ---
DFT (ωB97M-V with the def2-TZVPD basis set) results for a gas-phase ion, C4H9NO2 (charge -1).

Geometry (Å):
C (-0.765, -0.275, -0.954)
N (0.946, -0.246, 0.829)
O (-1.853, 0.482, -1.545)
H (-0.183, 1.418, 0.305)
H (2.186, 1.006, -0.213)
H (-1.536, 1.104, -2.205)
C (-1.438, 0.015, 1.373)
H (0.738, -1.067, 1.383)
H (-1.983, -0.928, 1.174)
H (1.999, -0.467, -0.992)
O (-1.624, 0.678, 2.459)
H (-1.232, -1.250, -0.784)
C (2.109, -0.072, 0.014)
H (3.016, -0.370, 0.543)
H (-0.037, -0.362, -1.769)
C (-0.341, 0.334, 0.382)

Calculated values
HOMO-LUMO gap (alpha / beta): 3.649 / 6.855 eV
net charge: -1
spin multiplicity: 2
LUMO level (alpha / beta): 3.864 / 3.744 eV
E_HOMO (alpha / beta): 0.22 / -3.11 eV
M: 103.12 g mol⁻¹

Atomic partial charges in e from the Löwdin method, atoms 1 to 2: number 1, C, carries -0.2446; number 2, N, carries -0.1096



--- x ---
DFT (ωB97M-V with the def2-TZVPD basis set) results for a gas-phase ion, C4H9NO2 (charge -1).

Geometry (Å):
H (-1.418, -0.931, 1.835)
H (-1.941, -0.817, 0.161)
C (-0.539, 0.669, 0.468)
C (2.102, 0.051, 0.186)
O (2.954, 0.030, -0.766)
C (-1.664, -0.232, 1.042)
H (0.192, -1.321, -1.800)
H (-1.098, 0.997, -1.268)
H (2.335, 0.465, 1.206)
H (0.431, -1.170, 0.330)
H (-0.080, 1.220, 1.324)
O (-1.108, 1.554, -0.471)
H (-2.490, 0.322, 1.506)
C (0.586, -0.189, -0.154)
H (1.342, -0.303, -1.998)
N (0.396, -0.345, -1.601)

Calculated values
HOMO-LUMO gap (alpha / beta): 3.802 / 7.434 eV
net charge: -1
spin multiplicity: 2
LUMO level (alpha / beta): 4.010 / 3.982 eV
E_HOMO (alpha / beta): 0.21 / -3.45 eV
M: 103.12 g mol⁻¹

Atomic partial charges in e from the Löwdin method, atoms 1 to 2: number 1, H, carries 0.0574; number 2, H, carries 0.0692



If we sort the structures by their calculated energies, the order from most to least stable is x, w.



--- w ---
DFT (ωB97M-V with the def2-TZVPD basis set) results for C5H5F in the gas phase.

Geometry (Å):
H (-0.022, -0.403, 1.416)
F (-2.103, -1.248, 0.243)
H (0.576, 1.185, 1.281)
H (-2.764, 0.241, -1.005)
C (-0.813, 0.567, -0.300)
C (1.492, -0.317, 0.007)
H (3.535, -0.936, -0.749)
C (2.536, -0.873, -0.344)
H (-0.864, 1.598, -0.812)
C (-1.910, -0.145, -0.462)
C (0.336, 0.329, 0.725)

Calculated values
HOMO-LUMO gap: 10.709 eV
LUMO level: 0.987 eV
E_HOMO: -9.72 eV
M: 84.09 g mol⁻¹

Atomic partial charges in e from the Löwdin method, atoms 1 to 2: number 1, H, carries 0.0964; number 2, F, carries 0.0322



--- x ---
DFT (ωB97M-V with the def2-TZVPD basis set) results for C5H5F in the gas phase.

Geometry (Å):
C (0.003, -1.154, 0.034)
H (2.411, 1.159, -0.108)
H (-0.062, 1.946, -0.791)
H (-0.449, -2.117, -0.087)
C (1.456, -0.784, -0.002)
H (-0.033, 1.754, 0.911)
C (1.510, 0.574, 0.014)
F (-2.047, -0.008, -0.019)
H (2.308, -1.435, -0.078)
C (0.141, 1.211, -0.007)
C (-0.736, -0.053, 0.014)

Calculated values
HOMO-LUMO gap: 9.655 eV
LUMO level: 1.144 eV
E_HOMO: -8.51 eV
M: 84.09 g mol⁻¹

Atomic partial charges in e from the Löwdin method, atoms 1 to 2: number 1, C, carries -0.0259; number 2, H, carries 0.0927



--- y ---
DFT (ωB97M-V with the def2-TZVPD basis set) results for 2 unconnected molecules or ions with the total composition C5H5F.

Geometry (Å):
C (1.806, 0.164, 0.112)
C (-3.206, -0.338, 0.111)
H (2.461, 0.620, -0.673)
C (-0.726, 0.305, 0.083)
C (-2.012, 0.026, 0.056)
H (0.874, -2.034, -0.615)
H (1.728, -0.860, -0.125)
H (-4.023, -0.987, 0.278)
C (0.443, 0.857, -0.119)
F (0.618, 2.189, -0.290)
H (2.037, 0.059, 1.181)

Calculated values
HOMO-LUMO gap (alpha / beta): 8.035 / 7.868 eV
LUMO level (alpha / beta): -0.634 / -1.122 eV
E_HOMO (alpha / beta): -8.67 / -8.99 eV
M: 84.09 g mol⁻¹

Atomic partial charges in e from the Löwdin method, atoms 1 to 2: number 1, C, carries -0.0509; number 2, C, carries 0.1448



--- z ---
DFT (ωB97M-V with the def2-TZVPD basis set) results for C5H5F in the gas phase.

Geometry (Å):
C (1.980, 0.594, 1.657)
C (-0.550, 0.179, -0.939)
H (-1.071, -1.778, -1.125)
C (-0.466, 0.315, 0.582)
H (-0.775, -1.026, -2.741)
H (2.867, 0.719, 2.203)
H (-0.977, 1.221, 0.809)
H (-0.022, 1.074, -1.372)
C (-0.781, -0.946, -1.642)
F (-1.052, -0.802, 1.300)
C (0.847, 0.449, 1.266)

Calculated values
HOMO-LUMO gap: 11.263 eV
LUMO level: 0.944 eV
E_HOMO: -10.32 eV
M: 84.09 g mol⁻¹

Atomic partial charges in e from the Löwdin method, atoms 1 to 2: number 1, C, carries 0.1316; number 2, C, carries -0.1079



If we sort the structures by their calculated energies, the order from most to least stable is x, w, z, y.